Molecular formula: C6H15N3
Method: DFT, ωB97M-V/def2-TZVPD

CARTESIAN COORDINATES (ANGSTROEM)
H: -0.373 -2.753 0.575
H: 2.650 2.494 0.037
H: 1.182 1.480 1.750
H: -1.805 -1.676 -2.729
N: -1.441 1.868 0.349
H: -0.826 0.170 -1.852
N: -0.322 -0.397 -1.181
H: 1.030 3.143 -0.115
N: -1.296 -2.333 -2.139
H: -1.333 0.384 2.706
C: -1.119 -0.088 1.746
C: 1.100 1.139 0.714
H: -0.339 -0.830 1.884
H: 0.411 -3.586 -0.758
H: 1.575 1.918 -1.251
H: 1.180 -2.151 -0.035
C: 1.619 2.231 -0.208
C: -0.711 0.963 0.776
H: 1.735 0.249 0.749
H: -2.024 -0.571 1.383
H: 0.468 0.160 -0.457
C: 0.232 -2.607 -0.321
H: -1.072 2.542 -0.312
C: -0.520 -1.749 -1.310

Results
SMILES: [H]/N=C(/C)CC.[H]/N=C(/C)N
Highest occupied orbital energy: -8.6109 eV
LUMO energy: 0.78 eV
Total charge: 0
Maximum force: 5.155 eV/A
Molar mass: 129.2 g/mol
Energy relative to the best compared isomer or geometry (same formula, charge and spin): 2.7319 eV
Total energy: -10933.17786 eV
Kohn-Sham gap: 9.4 eV